Formula: C23H64N8O31S5
Source: the OMol25 dataset
Level of theory: ωB97M-V/def2-TZVPD

CARTESIAN COORDINATES (ANGSTROEM)
O: -5.0096 -1.8442 -4.1782
S: -4.1732 -1.5590 -5.3053
O: -4.3999 -0.4735 -6.2291
O: -2.6248 -1.4895 -4.7894
C: -1.6515 -1.1886 -5.7678
C: -0.3192 -0.8415 -5.0100
C: -4.0502 -3.1354 -6.3567
H: -1.8866 -0.2769 -6.3170
H: -1.5829 -1.9514 -6.5435
H: -0.4369 0.0050 -4.3335
H: 0.5706 -0.6743 -5.6170
H: -0.0575 -1.6523 -4.3302
H: -4.0450 -2.7040 -7.3576
H: -4.8262 -3.8752 -6.1600
H: -3.1250 -3.6112 -6.0314
O: -3.5308 2.3246 -1.4417
S: -2.3467 3.1812 -1.5174
O: -1.8497 3.7405 -2.7692
O: -2.4930 4.4020 -0.3424
C: -1.4734 5.3668 -0.1549
C: -1.1308 6.1943 -1.3999
C: -0.9433 2.1735 -0.8739
H: -0.6244 4.9876 0.4140
H: -1.9236 6.0249 0.5884
H: -2.0160 6.6224 -1.8703
H: -0.5955 5.6780 -2.1967
H: -0.5389 7.0826 -1.1791
H: -0.8499 1.4165 -1.6526
H: -1.1398 1.8743 0.1557
H: -0.0662 2.8058 -1.0114
O: -3.8250 1.1206 4.5127
S: -2.9255 0.2865 5.2253
O: -2.0463 0.8340 6.2548
O: -3.8155 -0.8110 6.0247
C: -5.0005 -1.3458 5.4568
C: -5.1893 -2.7716 5.9735
C: -1.9478 -0.8352 4.1391
H: -4.9906 -1.3742 4.3672
H: -5.8824 -0.7626 5.7218
H: -4.3717 -3.4161 5.6506
H: -6.1593 -3.1492 5.6500
H: -5.2551 -2.8139 7.0607
H: -2.6892 -1.4248 3.5998
H: -1.3418 -1.4671 4.7884
H: -1.3499 -0.2142 3.4721
O: -1.4506 -3.1974 -1.9522
S: -0.4275 -4.0777 -2.5060
O: 0.9177 -3.6857 -2.9301
O: -0.2439 -5.4417 -1.6238
C: -1.3659 -5.8783 -0.8710
C: -1.2457 -7.3821 -0.9233
C: -1.2186 -4.9375 -3.9378
H: -2.3037 -5.6138 -1.3596
H: -1.4344 -5.3208 0.0631
H: -1.0759 -7.7785 -1.9244
H: -2.2164 -7.7047 -0.5468
H: -0.5283 -7.7237 -0.1772
H: -1.3468 -4.1588 -4.6897
H: -2.1783 -5.3537 -3.6313
H: -0.5598 -5.7337 -4.2842
O: 1.5595 0.2559 -2.2733
S: 2.2069 -0.0330 -0.9582
O: 3.6626 0.0634 -0.8135
O: 1.5150 0.8621 0.2170
C: 1.9851 0.7639 1.5865
C: 2.2713 2.2239 1.9792
C: 1.6973 -1.7471 -0.3709
H: 2.8148 0.0763 1.7504
H: 1.1211 0.4891 2.1916
H: 1.4715 2.9218 1.7316
H: 3.1327 2.6783 1.4898
H: 2.3605 2.4235 3.0470
H: 1.9307 -1.9132 0.6808
H: 2.2763 -2.4373 -0.9845
H: 0.6404 -1.8282 -0.6249
C: 6.0794 2.0093 3.8722
N: 5.4706 1.1186 4.7977
O: 5.2283 1.5602 5.9024
O: 4.9906 0.0635 4.2707
H: 5.9378 3.0404 4.1961
H: 5.6571 1.8798 2.8757
H: 7.1524 1.8608 3.9935
C: 0.8055 -0.0686 7.0133
N: 1.1373 0.5024 5.6550
O: 1.0906 -0.2344 4.6381
O: 1.5547 1.6690 5.6890
H: 0.3090 0.6627 7.6511
H: 1.7825 -0.4322 7.3315
H: 0.1545 -0.9342 6.8908
C: 4.3503 -2.5863 -3.3386
N: 4.3260 -4.0526 -2.9974
O: 3.9293 -4.3509 -1.8637
O: 4.7135 -4.8030 -3.8693
H: 4.7735 -2.4022 -4.3261
H: 4.9811 -2.0879 -2.6025
H: 3.3493 -2.1645 -3.2476
C: -3.4195 -0.8702 -1.1410
N: -2.6847 -1.1784 0.1247
O: -1.4839 -0.9488 0.2332
O: -3.2471 -1.8113 0.9530
H: -2.7512 -0.3421 -1.8212
H: -4.3238 -0.2629 -1.1025
H: -3.6667 -1.7948 -1.6628
C: 2.4756 6.0999 2.4887
N: 1.5927 7.1750 1.9694
O: 1.1430 7.0412 0.8117
O: 1.4327 8.1411 2.6408
H: 2.8425 5.5628 1.6140
H: 1.9715 5.4346 3.1897
H: 3.3448 6.5748 2.9438
C: 3.0994 5.8103 -1.4939
N: 2.9654 4.3492 -1.2014
O: 1.9821 3.8981 -0.6523
O: 3.8334 3.6225 -1.6430
H: 2.1238 6.2451 -1.7112
H: 3.7721 5.9806 -2.3345
H: 3.5495 6.2011 -0.5813
C: 1.3184 2.9783 -4.2991
N: 1.6326 4.2055 -5.1704
O: 2.3025 4.0404 -6.1384
O: 1.1859 5.2782 -4.8455
H: 2.2455 2.5569 -3.9104
H: 0.7302 2.1795 -4.7507
H: 0.6062 3.3000 -3.5393
C: -0.7130 -4.4528 3.3097
N: 0.8221 -4.4466 3.2051
O: 1.3591 -3.3826 3.1359
O: 1.3611 -5.5301 3.1193
H: -1.2201 -5.3556 2.9693
H: -1.0466 -3.5897 2.7335
H: -0.9469 -4.2289 4.3505

maximum force: 4.36 eV Å⁻¹
gap between HOMO and LUMO: 10.3222 eV
HOMO: -10.63 eV
lowest unoccupied orbital energy: -0.305 eV


Formula: C23H64O23
Source: the OMol25 dataset
Level of theory: ωB97M-V/def2-TZVPD

CARTESIAN COORDINATES (ANGSTROEM)
O: 1.3389 4.5591 1.9404
C: 0.1910 4.7116 1.6149
O: -0.3964 5.8022 1.2479
C: -1.7727 5.5661 1.0255
C: -1.9050 4.1800 1.3761
O: -0.6238 3.7045 1.6464
H: -2.4218 6.1684 1.6610
H: -1.9809 5.6445 -0.0416
H: -2.2050 3.5175 0.5642
H: -2.5517 3.9597 2.2254
O: -0.4849 4.5562 -3.9720
C: -1.2455 4.5165 -2.8104
C: -2.7523 4.2883 -3.1527
O: -3.0514 3.0503 -3.7284
H: -0.5744 3.6910 -4.3780
H: -0.8956 3.6760 -2.2110
H: -1.1345 5.4718 -2.2974
H: -2.9523 4.9737 -3.9763
H: -3.4221 4.3578 -2.2955
H: -3.9591 2.9142 -3.4470
O: -1.4124 -2.6590 0.1102
C: -2.2288 -3.7310 -0.3954
C: -1.9396 -5.0614 0.2808
O: -2.3803 -5.1712 1.6449
H: -0.4877 -2.7694 -0.1229
H: -3.2650 -3.4164 -0.2715
H: -2.1108 -3.8242 -1.4750
H: -0.8723 -5.2507 0.1658
H: -2.4306 -5.8411 -0.3015
H: -1.8371 -4.5338 2.1141
O: 2.4876 -3.3760 4.0167
C: 1.7067 -2.2685 4.5368
C: 0.6613 -1.7427 3.5445
O: -0.0636 -2.8411 2.8911
H: 1.8306 -4.0088 3.7177
H: 1.1279 -2.5714 5.4093
H: 2.4664 -1.5663 4.8803
H: 1.2457 -1.1896 2.8092
H: -0.0660 -1.0726 4.0029
H: 0.3713 -3.2701 2.1506
O: 1.3734 -1.9064 -4.7704
C: 1.1499 -2.0858 -3.4382
C: 0.7331 -3.5405 -3.2440
O: 1.7993 -4.4552 -3.4549
H: 1.7828 -2.7259 -5.0575
H: 2.0423 -1.9940 -2.8190
H: 0.4841 -1.3958 -2.9198
H: -0.0523 -3.6723 -3.9882
H: 0.2163 -3.7968 -2.3191
H: 1.8555 -4.5011 -4.4122
O: 1.6399 -5.0773 1.8691
C: 2.0867 -4.8487 0.5248
C: 2.3849 -3.3784 0.2923
O: 1.1783 -2.6638 0.0339
H: 1.6729 -6.0207 2.0436
H: 3.1155 -5.1775 0.3777
H: 1.4391 -5.3572 -0.1893
H: 3.0763 -3.3272 -0.5489
H: 2.8465 -2.7766 1.0751
H: 1.4169 -1.7429 -0.0949
O: 5.4208 -1.9245 2.9184
C: 4.3653 -0.9420 2.8897
C: 4.5820 -0.0147 1.6799
O: 5.5851 0.9869 1.7357
H: 5.0380 -2.8036 2.8704
H: 3.4328 -1.4810 2.7225
H: 4.2757 -0.4572 3.8619
H: 3.6870 0.5961 1.5614
H: 4.6951 -0.6199 0.7804
H: 5.8042 1.1213 0.8108
O: -4.9672 3.3468 0.5221
C: -5.5322 2.1347 0.1055
C: -5.1649 1.7722 -1.3459
O: -5.6257 2.6581 -2.3473
H: -5.6515 3.8293 0.9917
H: -5.0383 1.3720 0.7075
H: -6.5840 2.2799 0.3517
H: -5.6102 0.8343 -1.6777
H: -4.0773 1.8445 -1.3472
H: -6.1736 3.2741 -1.8555
O: -1.5122 1.6053 -0.6497
C: -0.3081 0.8775 -0.9770
C: 0.6774 0.9020 0.2064
O: 1.7801 0.1092 -0.1449
H: -2.1347 1.0203 -0.2117
H: -0.6528 -0.0639 -1.4047
H: 0.2152 1.3836 -1.7883
H: 0.1550 0.5100 1.0791
H: 1.1413 1.8494 0.4808
H: 2.4139 0.5563 -0.7106
O: -3.0207 -0.2001 1.1839
C: -3.8848 -0.6555 2.2160
C: -3.1701 -0.3646 3.5184
O: -4.0560 -0.6878 4.6269
H: -2.2691 -0.7957 1.1418
H: -4.8241 -0.1024 2.2165
H: -4.0597 -1.7239 2.0901
H: -2.6698 0.5947 3.6509
H: -2.2850 -0.9950 3.6036
H: -4.3862 -1.5780 4.4850
O: 3.8684 1.7443 -1.6009
C: 3.9392 2.3818 -2.8995
C: 5.3986 2.8668 -3.2783
O: 5.4506 3.5999 -4.4866
H: 4.4700 2.1215 -0.9548
H: 3.5626 1.6635 -3.6278
H: 3.2308 3.2097 -2.9303
H: 6.1295 2.0583 -3.2624
H: 5.7439 3.6751 -2.6337
H: 6.3506 3.9303 -4.5353

maximum force: 4.79 eV Å⁻¹
gap between HOMO and LUMO: 9.6543 eV
HOMO: -9.51 eV
SMILES: O=C1OCCO1.OCCO.OCCO.OCCO.OCCO.OCCO.OCCO.OCCO.OCCO.OCCO.OCCO
lowest unoccupied orbital energy: 0.147 eV


Formula: C23H66F6FeN8O15S
Source: the OMol25 dataset
Level of theory: ωB97M-V/def2-TZVPD

CARTESIAN COORDINATES (ANGSTROEM)
Fe: 22.4413 -6.1542 -4.1665
C: 25.8398 -3.9498 -2.6923
F: 24.9228 -3.7632 -1.7464
F: 26.7799 -3.0231 -2.6493
F: 26.3499 -5.1697 -2.4945
S: 25.0269 -3.8144 -4.4010
O: 24.5785 -2.4596 -4.5263
O: 26.0328 -4.1837 -5.3860
O: 23.9264 -4.8365 -4.3361
C: 21.3884 -4.7655 -1.5086
O: 20.5783 -4.1543 -2.5616
O: 22.2900 -5.4721 -2.3015
C: 21.9537 -3.6698 -0.5509
F: 20.9880 -3.3376 0.3092
F: 22.9879 -4.1583 0.1714
F: 22.3257 -2.5553 -1.1458
C: 19.3153 -3.5741 -2.1254
C: 18.6773 -2.9150 -3.3516
H: 17.7333 -2.4902 -3.0118
H: 19.3097 -2.1736 -3.8343
H: 18.4503 -3.7476 -4.0194
H: 19.3448 -2.8553 -1.3052
H: 18.6573 -4.3578 -1.7407
H: 20.6970 -5.4097 -0.9624
C: 28.9310 -1.0415 -3.7350
C: 30.0563 -1.1804 -4.7442
C: 30.5105 -2.6385 -4.8593
O: 31.3379 -3.1014 -3.8240
C: 32.5549 -2.4026 -3.5696
N: 29.6180 -0.5507 -6.0143
H: 29.2299 -1.6304 -2.8622
H: 28.1041 -1.6827 -4.0526
H: 28.5688 -0.0460 -3.4942
H: 30.8816 -0.5357 -4.4305
H: 31.0728 -2.6247 -5.8035
H: 29.6673 -3.3072 -5.0292
H: 33.1440 -2.2753 -4.4834
H: 33.0913 -2.8511 -2.7403
H: 32.3918 -1.3445 -3.3414
H: 30.2526 -0.8437 -6.7527
H: 29.7000 0.4583 -6.0441
C: 20.1366 1.9945 -3.9429
C: 21.5055 1.4324 -3.6745
C: 22.6019 2.3432 -3.0811
O: 23.8356 1.7563 -2.6460
C: 24.4762 1.0755 -3.6939
N: 21.3044 0.3044 -2.7407
H: 19.4908 1.1883 -4.2834
H: 20.0621 2.8947 -4.5544
H: 19.8387 2.3565 -2.9551
H: 21.9674 0.9497 -4.5458
H: 22.2300 2.7874 -2.1556
H: 22.8750 3.1426 -3.7747
H: 24.1670 0.0357 -3.8291
H: 25.5508 1.1499 -3.5242
H: 24.3261 1.5995 -4.6442
H: 21.1731 -0.5332 -3.3030
H: 22.2332 0.1011 -2.3728
C: 26.9140 0.6717 -1.1226
C: 27.3302 0.0443 0.2184
C: 26.1937 -0.5652 1.0419
O: 25.3860 0.4428 1.6253
C: 24.3155 -0.0434 2.4217
N: 28.3272 -1.0002 -0.0227
H: 26.3141 1.5768 -1.0145
H: 26.4181 -0.0452 -1.7808
H: 27.7940 0.9956 -1.6830
H: 27.8363 0.8424 0.7647
H: 26.5440 -1.2266 1.8404
H: 25.6471 -1.2582 0.3875
H: 23.5361 -0.5559 1.8536
H: 23.8981 0.7659 3.0174
H: 24.6625 -0.7598 3.1745
H: 27.9910 -1.9025 -0.3347
H: 28.9142 -0.6664 -0.7766
C: 30.3406 -6.7197 0.3257
C: 29.1556 -6.2602 -0.5470
C: 29.2261 -4.7255 -0.6564
O: 28.9132 -4.0689 0.5760
C: 27.5235 -4.1756 0.8935
N: 29.3760 -6.9424 -1.8905
H: 30.3095 -6.0457 1.1857
H: 31.3274 -6.6221 -0.1257
H: 30.2833 -7.7285 0.7373
H: 28.2310 -6.6529 -0.1220
H: 28.5328 -4.3864 -1.4288
H: 30.2251 -4.4443 -0.9860
H: 26.8367 -4.2971 0.0544
H: 27.2042 -3.3736 1.5566
H: 27.4623 -5.0825 1.5034
H: 29.5203 -7.9220 -1.6605
H: 28.4660 -7.0204 -2.3408
O: 21.3003 -4.7094 -5.1073
H: 21.0942 -4.9016 -6.0318
H: 21.0900 -3.7562 -5.0006
O: 27.8472 -4.3876 -7.4568
H: 27.0275 -4.2624 -6.9582
H: 27.8180 -5.3008 -7.7557
O: 23.6480 -7.6316 -3.6397
H: 23.5983 -8.3903 -3.0442
H: 24.5982 -7.5380 -3.8633
O: 25.7035 -6.8614 -5.3233
H: 25.8402 -6.0163 -5.7738
H: 26.5528 -7.3114 -5.3871
C: 26.1827 0.0084 -7.3342
O: 25.0613 0.5069 -7.4507
N: 27.2531 0.2232 -8.1320
N: 26.4411 -0.9020 -6.3842
H: 27.2966 0.8347 -8.9266
H: 28.1385 -0.0830 -7.7559
H: 27.3583 -1.2567 -6.1664
H: 25.6084 -1.1553 -5.8826
C: 21.5800 -1.3059 -6.4879
O: 20.9791 -2.0922 -5.7431
N: 22.8930 -1.1003 -6.2991
N: 21.0298 -0.5492 -7.4112
H: 23.3409 -0.3217 -6.7646
H: 23.3214 -1.5272 -5.4890
H: 21.5290 0.1698 -7.9051
H: 20.0338 -0.5792 -7.5535

maximum force: 5.57 eV Å⁻¹
gap between HOMO and LUMO (spin up / spin down): 5.5163 / 2.9899 eV
HOMO (spin up / spin down): -10.32 / -10.32 eV
lowest unoccupied orbital energy (spin up / spin down): -4.808 / -7.334 eV
total charge: +1
2S+1: 6


Formula: C23H68AsF6O11
Source: the OMol25 dataset
Level of theory: ωB97M-V/def2-TZVPD

CARTESIAN COORDINATES (ANGSTROEM)
As: -0.3448 0.2871 0.1752
F: -1.0605 -0.6576 1.4303
F: 1.0727 -0.6832 0.3059
F: 0.3014 1.1273 -1.1902
F: -1.7750 1.2573 0.0196
F: 0.3744 1.3910 1.2913
F: -1.0729 -0.7938 -0.9856
C: 4.8508 -1.0076 2.3265
C: 3.6755 -1.9358 2.2521
C: 3.7525 -2.8823 1.0759
O: 3.6034 -2.6348 3.5077
H: 5.7992 -1.5340 2.1907
H: 4.8773 -0.4729 3.2753
H: 4.8046 -0.2573 1.5310
H: 2.7407 -1.3677 2.1445
H: 3.7580 -2.2806 0.1610
H: 2.8697 -3.5248 1.0324
H: 4.6504 -3.5022 1.0886
H: 2.8186 -3.1924 3.4723
C: -1.0851 5.4773 0.5264
C: 0.1031 4.6282 0.1147
C: 0.0775 4.2886 -1.3413
O: 1.3355 5.3573 0.3499
H: -1.1692 6.3347 -0.1502
H: -0.9936 5.8363 1.5535
H: -2.0388 4.9557 0.4166
H: 0.1575 3.7194 0.7182
H: -0.6763 3.5335 -1.5658
H: 1.0243 3.8297 -1.6425
H: -0.0374 5.1472 -2.0050
H: 1.3509 5.6063 1.2778
C: 0.4554 -4.2336 -0.5810
C: 0.1972 -4.9194 0.7712
C: -1.2015 -4.6692 1.2116
O: 0.3555 -6.3345 0.6548
H: 1.3198 -4.6588 -1.1036
H: 0.6759 -3.1655 -0.4857
H: -0.3847 -4.3037 -1.2784
H: 0.9153 -4.4373 1.4406
H: -1.3933 -3.6018 1.3519
H: -1.4405 -5.1352 2.1730
H: -1.9447 -5.0323 0.4989
H: 1.2938 -6.5413 0.6387
C: -3.4559 2.8858 -1.7866
C: -2.7960 3.1413 -3.1142
C: -3.4951 2.4639 -4.2614
O: -2.8198 4.5825 -3.2883
H: -2.9844 3.4803 -0.9989
H: -3.3862 1.8466 -1.4618
H: -4.5056 3.1936 -1.7974
H: -1.7477 2.8251 -3.0608
H: -4.5412 2.7633 -4.3429
H: -3.4653 1.3870 -4.0915
H: -3.0096 2.6819 -5.2159
H: -2.5706 4.7748 -4.1974
C: 0.8507 -1.3985 -4.0845
C: -0.6368 -1.6546 -4.2805
C: -1.4453 -0.3893 -4.0939
O: -0.9130 -2.2965 -5.5182
H: 1.2194 -0.6558 -4.7991
H: 1.4296 -2.3156 -4.2536
H: 1.0833 -1.1570 -3.0494
H: -0.9310 -2.3635 -3.5003
H: -1.2786 0.3248 -4.9096
H: -1.2176 0.1196 -3.1565
H: -2.5141 -0.6189 -4.0862
H: -0.3829 -1.8863 -6.2087
C: 3.4130 -0.0302 -1.9810
C: 3.4283 1.4532 -1.6619
C: 3.5461 1.8841 -0.1964
O: 4.5437 2.0011 -2.4033
H: 4.4080 -0.4683 -1.9018
H: 3.1122 -0.0022 -3.0297
H: 2.6875 -0.5759 -1.3854
H: 2.5021 1.9429 -1.9783
H: 4.5587 1.6979 0.1660
H: 2.8420 1.2887 0.3879
H: 3.2674 2.9299 -0.0635
H: 4.3592 2.9309 -2.5637
C: -3.0190 3.1361 2.8592
O: -3.6485 1.9011 2.5932
H: -1.9342 3.0855 2.7016
H: -3.4245 3.9388 2.2340
H: -3.1911 3.3693 3.9087
H: -3.5916 1.7396 1.6464
C: 2.0884 0.9921 4.4449
O: 1.8793 2.1452 3.6315
H: 2.4930 0.1673 3.8586
H: 2.7088 1.2946 5.2825
H: 1.1097 0.6876 4.8416
H: 1.3025 1.8413 2.9227
C: -3.0494 -2.3161 3.5197
O: -2.7301 -0.9411 3.5613
H: -3.6570 -2.6323 4.3634
H: -3.6086 -2.5108 2.5901
H: -2.1609 -2.9590 3.4548
H: -2.1095 -0.7668 2.8466
C: -3.5736 -2.4625 -1.5919
O: -3.9147 -1.1437 -1.2318
H: -3.3730 -3.0841 -0.7120
H: -4.4107 -2.8851 -2.1475
H: -2.6988 -2.5043 -2.2512
H: -3.1236 -0.7104 -0.8927
C: 0.6344 -2.1527 4.1405
O: 0.9592 -3.5305 3.8084
H: 1.4656 -1.7170 4.6861
H: 0.4794 -1.6238 3.2012
H: -0.3094 -2.1236 4.6831
H: 0.6608 -4.0389 4.5670

maximum force: 1.56 eV Å⁻¹
gap between HOMO and LUMO: 9.9478 eV
HOMO: -7.55 eV
lowest unoccupied orbital energy: 2.400 eV
total charge: -1